Entry from the OMol25 dataset: C25H72N16NbO12 as an isolated structure (ωB97M-V/def2-TZVPD).

Properties
frontier orbital gap	5.75	eV
ΔE to the lowest compared entry with this formula, charge and spin	97.0	kJ/mol
HOMO level	-3.91	eV
total charge	-1

Each line ends with the Löwdin charge.
Cartesian coordinates (Å):
Nb (-4.87686, 2.64872, 1.34192)  1.150
O (-4.81990, -3.34811, -6.42520)  -0.013
O (0.12529, -0.93554, 1.89547)  -0.175
O (-4.53396, 1.08188, -6.35833)  0.007
O (1.99401, -4.77181, -1.67558)  -0.012
O (-1.78720, -2.98849, -1.33996)  0.025
O (1.84239, 5.93581, -1.49745)  -0.197
O (-3.00477, -6.30782, -0.11261)  0.021
O (3.47178, 0.43564, 1.66640)  -0.162
O (1.01050, -8.55931, 0.50351)  0.012
O (4.04425, -2.89677, 4.28691)  0.014
O (-2.87583, 0.38703, 0.98920)  -0.352
O (7.61986, 0.69122, -0.43315)  0.024
N (-1.95959, -7.77427, 1.25501)  0.166
N (-6.16998, -1.53692, -6.19090)  0.152
N (5.50279, -2.63375, 6.00178)  0.145
N (9.41276, 0.31148, -1.76751)  0.145
N (3.45073, -4.39131, 0.02599)  0.150
N (-4.23552, -1.69727, -4.98177)  0.165
N (7.29694, -0.27435, -2.45550)  0.153
N (-1.96424, -4.94157, -2.47528)  0.175
N (-4.13991, -8.13067, 0.61324)  0.147
N (1.40321, -3.35878, 0.00302)  0.188
N (1.19351, -8.46759, -1.74805)  0.165
N (-3.30604, 2.81204, -5.56072)  0.158
N (0.98199, -10.49558, -0.67880)  0.141
N (-1.60631, -2.96258, -3.59291)  0.138
N (-2.30046, 1.10831, -6.73304)  0.152
N (3.48838, -1.52550, 6.00141)  0.158
C (8.07932, 0.27043, -1.48304)  -0.675
C (4.32523, -2.38539, 5.35914)  -0.693
C (-3.45105, 1.63330, -6.22586)  -0.685
C (-1.05978, 6.81281, 3.05262)  -0.204
C (2.26120, -4.20785, -0.61758)  -0.678
C (-3.03194, -7.33818, 0.54447)  -0.664
C (0.44899, 6.50089, 2.75794)  -0.208
C (1.09317, 7.36106, 1.61734)  -0.200
C (2.47363, 6.81317, -0.57081)  -0.235
C (-2.93847, 5.50318, 1.75640)  -0.277
C (-4.31963, 0.41293, 1.10899)  -0.461
C (-2.31486, -0.83529, 1.46314)  -0.200
C (2.40384, -0.16838, 2.39237)  -0.196
C (-1.78855, -3.60079, -2.39855)  -0.659
C (5.61877, 1.61738, 1.82234)  -0.073
C (4.53789, 0.75962, 2.55032)  -0.285
C (0.56736, 5.47592, -1.05528)  -0.103
C (-0.88704, -0.96791, 0.84807)  -0.156
C (2.24008, 6.48932, 0.94279)  -0.185
C (-1.99742, 6.77447, 1.80099)  -0.200
C (1.05890, -9.13661, -0.57089)  -0.688
C (-4.41324, 5.80589, 2.17495)  -0.340
C (1.11065, 0.04070, 1.54045)  -0.190
C (-5.06014, -2.26417, -5.89936)  -0.695
C (-5.49901, 4.82729, 1.56680)  -0.462
H (1.23535, -8.91615, -2.64231)  0.091
H (3.56949, 6.70295, -0.75123)  0.114
H (2.25168, 7.89202, -0.75354)  0.120
H (-6.37496, 4.84302, 2.27060)  0.013
H (-3.34941, 2.99202, 0.41731)  -0.116
H (-3.40344, -2.20517, -4.73850)  0.055
H (-0.71579, -0.17978, 0.08859)  0.128
H (-1.59701, -3.42716, -4.48163)  0.094
H (-4.41433, -0.81205, -4.54503)  0.096
H (-6.43688, 2.02500, 2.05424)  -0.154
H (0.37272, 7.75710, 0.87836)  0.086
H (-1.11652, 7.77350, 3.61381)  0.100
H (-1.95573, -8.61742, 1.79436)  0.092
H (7.65031, -0.62606, -3.32402)  0.091
H (-4.72899, 0.11329, 0.10817)  0.032
H (-2.42847, 3.27943, -5.43850)  0.094
H (-1.47355, -1.96800, -3.56040)  0.104
H (-0.09938, 6.27202, -0.67356)  0.072
H (-1.43643, 6.03555, 3.75787)  0.106
H (-2.09713, -5.44464, -1.60723)  0.058
H (1.25288, -7.46292, -1.70243)  0.094
H (1.01898, 6.72699, 3.69005)  0.105
H (0.53927, 5.41002, 2.58485)  0.104
H (2.12467, 5.40999, 1.16063)  0.100
H (1.61133, -2.89464, 0.86973)  0.088
H (2.58440, -1.25994, 2.54178)  0.112
H (3.69172, -3.94324, 0.89080)  0.092
H (0.07177, 5.03239, -1.94886)  0.094
H (-2.68462, 7.65243, 1.86227)  0.097
H (10.01676, 0.70711, -1.07171)  0.101
H (9.81144, -0.02747, -2.62142)  0.089
H (6.14329, -3.26302, 5.55553)  0.100
H (-4.94804, -7.83351, 0.09831)  0.103
H (1.59504, 8.23907, 2.08116)  0.104
H (0.51125, -3.19414, -0.43582)  0.074
H (5.75496, -2.22579, 6.88096)  0.088
H (-1.96184, -5.45152, -3.33708)  0.095
H (-4.70852, -0.22064, 1.93496)  0.026
H (-1.47617, 6.85301, 0.82814)  0.067
H (-4.03941, 2.72429, 2.95854)  -0.142
H (-4.18622, -8.97806, 1.14424)  0.087
H (0.68153, 4.63434, -0.33555)  0.097
H (5.15722, 2.57470, 1.50933)  0.075
H (2.30823, 0.30671, 3.39747)  0.116
H (-5.74386, 2.65095, -0.28634)  -0.173
H (4.98184, -0.20353, 2.90331)  0.118
H (3.69834, -1.09447, 6.88070)  0.092
H (-6.37745, -0.64931, -5.77319)  0.086
H (-2.30588, -0.81088, 2.57380)  0.126
H (2.61234, -1.32010, 5.55499)  0.103
H (1.40888, -0.02825, 0.47423)  0.125
H (-1.12604, -7.21243, 1.22750)  0.100
H (-2.54630, 4.66334, 2.36865)  0.069
H (6.30987, -0.31984, -2.27706)  0.110
H (4.17920, 1.34467, 3.42839)  0.112
H (-2.93875, -1.67664, 1.07840)  0.117
H (-2.97482, 5.20307, 0.68570)  0.064
H (-1.40126, 1.53914, -6.63706)  0.091
H (-4.53142, 5.89407, 3.28173)  0.094
H (0.88279, -11.01712, 0.17152)  0.096
H (-4.13464, 3.22385, -5.17195)  0.108
H (-6.80454, -1.91916, -6.86532)  0.097
H (6.43086, 1.82743, 2.55320)  0.076
H (4.11083, -5.01256, -0.40074)  0.094
H (-2.37401, 0.23789, -7.22739)  0.102
H (6.04048, 1.08562, 0.94944)  0.037
H (-4.64474, 6.82996, 1.77998)  0.081
H (-0.76678, -1.95172, 0.36505)  0.066
H (3.17368, 6.79614, 1.47450)  0.108
H (-5.89013, 5.25999, 0.61409)  0.013
H (1.01948, -10.98846, -1.54978)  0.087
H (0.67491, 1.03485, 1.78547)  0.137

***

Entry from the OMol25 dataset: a 8-piece molecular cluster, C25H72N4O17PS3 overall (ωB97M-V/def2-TZVPD).

Properties
frontier orbital gap (spin up / spin down)	10.04 / 5.60	eV
expectation value of S²	0.763
HOMO level (spin up / spin down)	-14.56 / -14.56	eV
total charge	+2
spin multiplicity	2

Each line ends with the Löwdin spin population.
Cartesian coordinates (Å):
S (5.12161, 1.70690, 0.80103)  0.000
S (-2.29176, -1.70996, -3.31487)  0.000
S (0.58785, 4.52946, 3.60389)  0.000
P (0.04380, 0.55178, 0.63967)  -0.027
O (1.53022, -5.27604, 0.23454)  0.000
O (-4.65441, 1.71335, -2.55907)  0.000
O (-2.59332, -0.30955, -3.52044)  0.000
O (-0.43252, -3.83373, 2.42820)  0.000
O (0.97751, -0.00616, -0.53101)  0.440
O (-0.24961, 5.10862, 2.55563)  0.000
O (-1.32715, -0.16194, 0.61604)  0.089
O (-0.21277, 3.32899, 4.46807)  0.000
O (6.40658, 0.60463, 0.54653)  0.000
O (5.52750, 2.82756, 1.60061)  0.000
O (-0.08076, 2.10700, 0.32889)  0.464
O (-0.15846, 2.88066, -3.61348)  0.000
O (-2.17095, -2.61777, -4.52274)  0.000
O (4.42539, 2.03478, -0.39046)  0.000
O (1.21171, 5.48654, 4.52944)  0.000
O (0.71645, 0.21590, 2.02930)  0.026
O (-3.54697, -2.27396, -2.30453)  0.000
N (-1.14363, -1.09040, 3.49345)  0.000
N (1.81228, -2.33730, 1.20417)  0.001
N (-2.37887, 1.76737, -0.93737)  -0.002
N (1.86743, 2.17596, -1.80131)  0.011
C (-3.55367, -1.87132, 3.46340)  0.000
C (-0.13819, 4.25044, -4.11568)  0.000
C (2.31564, -2.91245, -0.15563)  0.002
C (2.18605, 2.20572, -3.32971)  0.000
C (-4.13558, -1.51717, -1.24421)  0.000
C (6.95496, 0.88883, -1.81648)  0.000
C (-3.56635, 2.75523, -0.72636)  0.000
C (-5.57390, -2.05641, -0.97742)  0.000
C (6.50301, -0.05399, -0.69242)  0.000
C (1.93531, -6.64759, 0.42804)  0.000
C (-2.36307, 2.08693, 4.56991)  0.000
C (2.67880, -4.37171, 0.05553)  0.000
C (0.87235, 2.00988, -4.08463)  0.000
C (-1.09397, 2.47428, 3.80986)  0.001
C (-0.86931, -2.08007, -2.06424)  0.000
C (3.95416, 0.70777, 1.79641)  0.000
C (-2.12282, -2.30658, 3.43493)  0.000
C (1.89562, 3.54372, 2.92317)  0.000
C (-5.87060, 1.29778, -3.17471)  0.000
C (3.37277, 1.18993, -3.53349)  0.000
C (-3.12770, 4.05209, -1.33428)  0.000
C (-1.76403, -3.24958, 2.22705)  0.000
C (3.52738, -2.07755, -0.59672)  0.000
C (-0.44454, -5.20164, 2.75935)  0.000
C (-4.89885, 2.26167, -1.19016)  0.000
H (7.22249, -0.86512, -0.58051)  0.000
H (-1.09346, 4.74353, -3.93561)  0.000
H (0.96177, -2.79097, 1.50571)  0.000
H (1.38411, -1.44372, 1.00851)  0.001
H (7.24567, 0.23316, -2.63726)  0.000
H (0.60929, -5.44312, 2.89799)  0.000
H (-2.22148, 4.48586, -0.91153)  0.000
H (1.40634, 2.77442, 2.32577)  -0.001
H (-2.32211, 1.54628, 5.51549)  0.000
H (-3.50136, -1.52828, -0.35779)  0.000
H (-2.99188, 3.92489, -2.40828)  0.000
H (3.55526, 1.05999, -4.60023)  0.000
H (6.08425, 1.45944, -2.13955)  0.000
H (-5.61248, 3.08136, -1.10672)  0.000
H (-0.07298, 4.25006, -5.20372)  0.000
H (-6.73635, 1.95231, -3.27551)  0.000
H (2.64033, 4.13503, 2.39039)  0.000
H (1.05013, -7.11432, 0.86016)  0.000
H (-0.01678, -1.55378, -2.49356)  0.000
H (4.28034, 1.63279, -3.12328)  0.000
H (-5.93716, -1.59754, -0.05786)  0.000
H (-5.00961, 1.41839, -0.50846)  0.000
H (-1.08829, -0.50095, 2.67517)  0.000
H (2.47110, -2.29779, 1.96868)  0.000
H (-2.52821, -4.02679, 2.21869)  0.000
H (3.39582, -4.54862, 0.85720)  0.000
H (3.86644, 1.04397, 2.82956)  0.000
H (-3.86806, 4.84730, -1.24703)  0.000
H (-1.53317, 2.17128, -0.56088)  -0.001
H (0.72005, 4.73248, -3.64752)  0.000
H (5.56834, -0.58933, -0.85946)  0.000
H (-2.94585, 1.46406, 3.89130)  0.000
H (3.06333, 0.20230, -3.19154)  0.000
H (-1.35081, -0.42134, 4.22114)  0.000
H (-1.02570, -5.37952, 3.66418)  0.000
H (7.78372, 1.55225, -1.56925)  0.000
H (-3.63590, 2.85670, 0.35668)  0.000
H (-0.98402, -1.86782, -1.00128)  -0.001
H (2.64949, 3.17647, -3.50570)  0.000
H (3.45694, -0.99086, -0.64391)  0.000
H (-2.28728, 1.40168, -1.87438)  0.000
H (-0.54287, 1.59633, 3.47281)  -0.001
H (1.16933, 2.75946, -1.36279)  0.000
H (2.63766, -6.62361, 1.26124)  0.000
H (1.34700, 1.38410, -1.45170)  -0.001
H (-3.91113, -1.50839, 4.42704)  0.000
H (-5.44436, -3.12568, -0.81013)  0.000
H (-4.24580, -0.46316, -1.49920)  0.000
H (4.42502, -0.26192, 1.95797)  0.000
H (-1.91531, -2.93053, 4.30426)  0.000
H (2.74217, 2.25720, -1.30300)  -0.001
H (-4.32207, -2.62499, 3.29115)  0.000
H (-1.84264, -2.87063, 1.20807)  0.000
H (0.49904, 0.98923, -4.16833)  0.000
H (-0.73573, -5.82724, 1.91559)  0.000
H (1.07319, 2.21080, -5.13696)  0.000
H (-2.87802, 3.04505, 4.64008)  0.000
H (-1.40189, 2.97988, 2.89462)  0.001
H (3.27298, -4.62678, -0.82196)  0.000
H (-6.28262, 0.43588, -2.64988)  0.000
H (-6.23177, -1.95191, -1.84022)  0.000
H (4.41146, -2.32912, -0.01088)  0.000
H (-0.18025, -1.37853, 3.58829)  0.000
H (-3.78961, -1.06814, 2.76531)  0.000
H (-0.68266, -3.14909, -2.16661)  0.000
H (2.18655, -7.22093, -0.46429)  0.000
H (2.43747, 3.15609, 3.78587)  0.000
H (2.97646, 0.53095, 1.34814)  -0.001
H (-2.50057, 0.94184, -0.36834)  -0.001
H (3.67537, -2.39139, -1.63002)  0.000
H (1.42509, -2.80055, -0.77408)  0.001
H (-5.68437, 0.87876, -4.16358)  0.000

***

Question: The lowest total charge belongs to which entry?
Answer: C25H72N16NbO12

***

Question: Which formula does entry 1 have?
Answer: C25H72N16NbO12

***

Question: Which of these has the highest total charge?
Answer: C25H72N4O17PS3